No. 1
19
Properties=species:S:1:pos:R:3 method="wB97M-V/def2-TZVPD" lumo_ev=-2.75 e_above_lowest_kcal_mol=100.5 multiplicity=1 e_homo_ha=-0.527 charge=+1 homo_lumo_gap_ev=11.59
N -0.3560 -0.7457 -0.8662
N -2.7911 -0.7483 -0.1380
N -0.7538 0.5518 0.9973
C -1.5725 1.4408 1.3014
C 1.4442 0.6117 0.0315
C -3.8169 -0.6214 0.3148
C -0.0595 0.6299 -0.2756
H -1.9736 1.3247 2.2910
H 0.4769 -0.9346 -1.3931
H -1.8589 2.3712 0.7552
H -1.2419 -0.8172 -1.3567
H 1.8407 1.6986 0.0320
H -4.4637 2.0176 1.7173
H -3.8327 2.4819 1.8804
H 1.9690 -0.0201 -0.7421
H 1.6728 -0.0612 0.9242
H -4.8154 -0.5273 0.8411
H -0.5317 1.3931 -0.9892
H -0.2991 -1.4195 -0.0598

***

No. 2
51
Properties=species:S:1:pos:R:3 method="wB97M-V/def2-TZVPD" lumo_ev=-0.22 multiplicity=1 e_homo_ha=-0.240 charge=0 homo_lumo_gap_ev=6.32
Zn 0.6520 0.0704 0.1937
S -1.7286 -0.0685 0.3599
S 0.4868 -0.1791 -2.1982
O 2.8553 -1.5713 -0.1647
O 0.7642 -2.1170 1.8093
N -1.4229 1.9779 3.5474
N 0.2405 1.4974 1.9411
N -2.6784 3.8841 3.2848
N -0.1280 0.0967 3.7289
N -1.0829 3.4290 1.7102
N 1.5789 2.1207 -0.2582
C -0.4541 1.2089 3.0558
C -1.7060 3.0679 2.8429
C 1.7905 3.2320 -2.3497
C -0.3943 -2.9173 1.6353
C 1.9808 -2.8178 1.6546
C 2.4731 -2.8746 0.2095
C 0.5170 2.8771 0.0208
C -2.0258 -0.8444 -1.1768
C -0.1430 2.6009 1.3024
C -1.4938 -1.4938 -3.4332
C -3.6307 -2.0561 -2.5198
C 2.2137 2.3140 -1.4022
C -3.2613 -1.4668 -1.3307
C 0.0159 3.8238 -0.8670
C -2.7424 -2.0608 -3.5837
C -1.1153 -0.8721 -2.2444
C 0.6613 3.9913 -2.0797
C 3.4948 -1.5358 -1.4215
H -3.0090 4.5876 2.6473
H -0.7849 -1.5008 -4.2486
H -0.4296 -3.3921 0.6520
H 2.7204 -2.2632 2.2389
H -4.6091 -2.5047 -2.6167
H 4.3602 -2.2102 -1.4333
H -1.2461 -2.2443 1.7180
H 3.8270 -0.5140 -1.5766
H 1.6869 -3.2576 -0.4581
H 2.8044 -1.8045 -2.2252
H 3.0804 1.6854 -1.5606
H -3.9327 -1.4549 -0.4873
H 0.3823 -0.6172 3.2289
H -3.2897 3.5441 4.0067
H 0.2844 4.6988 -2.8036
H -0.7684 -0.1857 4.4534
H -0.4418 -3.6917 2.4103
H 3.3422 -3.5502 0.1525
H -0.8698 4.3754 -0.5984
H 1.8842 -3.8348 2.0559
H -3.0177 -2.5017 -4.5318
H 2.3092 3.3196 -3.2902

***

No. 3
29
Properties=species:S:1:pos:R:3 method="wB97M-V/def2-TZVPD" lumo_ev=5.88 e_above_lowest_kcal_mol=0.0 multiplicity=1 e_homo_ha=-0.015 charge=-2 homo_lumo_gap_ev=6.28
Cd -0.2488 -0.9677 0.7884
Cl 0.1283 -3.1624 1.6320
F -0.6819 2.2072 1.7558
F 1.8189 1.7668 2.4572
F 0.6752 1.6555 4.3092
F 1.3495 -0.1915 3.3588
F -1.4568 0.5590 3.0385
C 1.5828 0.7854 -1.9434
C -1.9034 -1.4320 -1.6305
C 2.1754 -1.2261 -0.9653
C 1.6804 -0.6140 -2.1666
C -1.7037 -0.1496 -2.1911
C -2.1231 0.8364 -1.2426
C 2.0149 1.0636 -0.5996
C -0.3745 0.9489 2.2174
C -2.4571 -1.2557 -0.3094
C 0.8884 1.0684 3.1293
C -2.6236 0.1818 -0.0990
C 2.3831 -0.1697 0.0053
H -1.7813 -2.3917 -2.1437
H -2.1447 1.9233 -1.4185
H -1.3902 0.0648 -3.2234
H 2.9114 -0.2950 0.9567
H 2.1333 2.0604 -0.1590
H 1.2850 1.5336 -2.6780
H -3.1883 0.6403 0.7323
H 1.5064 -1.1169 -3.1096
H -2.9135 -2.0465 0.3172
H 2.4580 -2.2766 -0.8183

***

No. 4
10
Properties=species:S:1:pos:R:3 method="wB97M-V/def2-TZVPD" lumo_ev="1.23 / 0.05" e_above_lowest_kcal_mol=0.0 multiplicity=3 e_homo_ha="-0.218 / -0.334" charge=0 s2=2.008 homo_lumo_gap_ev="7.17 / 9.13"
N -0.9564 1.1793 -0.0616
N -0.4917 0.0197 0.4714
N 1.9325 -0.2776 -0.0105
N -0.9280 -1.1017 -0.0918
H 2.1654 0.7578 0.1156
H -0.4256 -1.8921 0.2859
H -1.5581 -1.0237 -0.9392
H -1.1589 1.3195 -1.0798
H -0.7423 1.9458 0.5429
H 2.1632 -0.9270 0.7671

***

No. 5
47
Properties=species:S:1:pos:R:3 method="wB97M-V/def2-TZVPD" lumo_ev=-8.92 e_above_lowest_kcal_mol=4.6 multiplicity=1 e_homo_ha=-0.549 charge=+2 homo_lumo_gap_ev=6.03
In -0.2296 2.0473 -0.4393
Cl -1.2855 2.5927 -2.4913
S -0.3257 4.7366 0.5066
P -0.0620 -0.5007 -0.1798
C -1.9619 -1.9365 -1.7541
C 2.7470 -0.2688 -0.1562
C -0.7541 -1.1705 -4.1605
C 0.9149 4.6996 1.7768
C -0.7859 -1.1814 -1.7434
C -2.3858 -2.5014 3.2893
C 1.6489 -1.1502 -0.1607
C 4.2451 -2.1779 -0.0539
C -3.0340 -1.6422 2.3904
C -2.5075 -2.3402 -2.9730
C -0.6254 6.4869 0.1696
C -0.2609 -2.0415 2.1983
C -2.3090 -1.0087 1.3800
C -0.1963 -0.7705 -2.9572
C -0.9313 -1.2742 1.2249
C 4.0443 -0.7982 -0.0899
C 1.8509 -2.5379 -0.1714
C 3.1509 -3.0475 -0.1018
C -1.8935 -1.9745 -4.1828
C -1.0008 -2.6830 3.1935
H 0.7828 5.6031 2.3629
H -0.2966 -0.8359 -5.0957
H 3.3039 -4.1231 -0.0740
H 0.7579 3.8223 2.4091
H -1.1720 6.8974 1.0309
H -2.3177 -2.3002 -5.1247
H 4.9016 -0.1266 -0.0648
H 0.9926 -3.2097 -0.2180
H -1.2498 6.5446 -0.7396
H -2.8021 -0.3095 0.6961
H -2.4395 -2.1821 -0.8016
H 0.6645 -0.0834 -2.9159
H -4.1070 -1.4668 2.4786
H -2.9554 -2.9985 4.0754
H -0.4975 -3.3256 3.9164
H 0.8381 1.8400 1.4809
H 0.8196 -2.1369 2.1559
H 1.9150 4.6785 1.3479
H 0.3245 7.0111 0.0179
H 2.5655 0.8084 -0.1897
H -3.4168 -2.9180 -2.9858
H 0.0771 1.8414 1.7202
H 5.2586 -2.5879 0.0035

***

No. 6
47
Properties=species:S:1:pos:R:3 method="wB97M-V/def2-TZVPD" lumo_ev="-0.30 / -0.30" e_above_lowest_kcal_mol=64.9 multiplicity=1 e_homo_ha="-0.187 / -0.187" charge=0 homo_lumo_gap_ev="4.78 / 4.77"
Si 0.0261 0.0043 3.7917
O 0.4675 -0.6232 1.9467
N 0.3695 1.2741 -1.9193
N 0.1880 -1.3194 -1.9464
C 0.0563 -2.6710 -1.9234
C 0.1999 -3.4859 -3.0471
C 0.4878 2.6299 -1.8675
C -0.2998 1.6668 1.0680
C 0.9384 1.4507 -4.2901
C 1.0763 2.8312 -4.2047
C 1.4919 1.0338 4.0980
C 0.5927 -1.5227 -4.3445
C -1.9832 0.0205 -0.4794
C 0.1576 -1.7441 4.3243
C 0.5788 0.6973 -3.1525
C -0.4242 -1.3042 1.0434
C 0.4444 -0.7521 -3.1721
C -1.6044 0.7287 4.2534
C 0.8398 3.4268 -2.9593
C 0.4740 -2.9064 -4.2931
Be -0.2707 0.0440 -0.6632
H 0.0943 -4.5663 -2.9441
H -0.7136 -2.3518 4.0324
H 2.4079 0.5700 3.6990
H 0.0941 -2.2246 0.7489
H -2.2957 0.5882 -1.3708
H 0.1617 -1.6155 5.4119
H 0.5914 -3.5103 -5.1901
H -1.5241 0.6918 5.3592
H 0.9346 4.5049 -2.8270
H -0.9167 1.5488 2.0048
H 1.3625 3.4194 -5.0738
H -1.3671 -1.5048 1.5413
H 1.1015 -2.2212 4.0112
H 0.8001 -1.0114 -5.2861
H 0.6249 -1.5083 2.2195
H -2.4943 0.4866 0.3783
H 0.7042 1.9793 1.3360
H 1.3773 2.0601 3.7189
H -1.7391 1.7760 3.9480
H 0.3016 3.0729 -0.8868
H -2.3915 -0.9931 -0.5936
H -0.9309 2.3598 0.5352
H -2.4622 0.1126 3.9396
H 1.1216 0.9276 -5.2306
H -0.1677 -3.1071 -0.9457
H 1.5182 1.0370 5.2013

***

No. 7
16
Properties=species:S:1:pos:R:3 method="wB97M-V/def2-TZVPD" lumo_ev="-2.23 / -1.66" e_above_lowest_kcal_mol=58.9 multiplicity=1 e_homo_ha="-0.309 / -0.323" charge=0 homo_lumo_gap_ev="6.18 / 7.12"
S 1.8040 -0.2835 1.1752
O 3.1454 0.3755 0.9590
N -1.9902 2.4409 -0.7887
N -3.6781 -0.5396 0.6523
N 1.3558 1.9686 0.0528
N 0.3997 -2.5455 -0.7225
C 0.8008 0.7352 0.3368
C -1.3763 1.5533 -0.3675
C -0.7392 -1.9258 -0.6065
C -0.5266 0.4610 0.0840
C -1.2274 -0.7910 0.0846
C -2.6571 -0.8059 0.2596
H 1.0860 -2.4283 0.0067
H 0.5412 -3.2669 -1.4831
H 0.8651 2.7457 -0.2026
H 2.1969 2.3064 0.5600

***

No. 8
21
Properties=species:S:1:pos:R:3 method="wB97M-V/def2-TZVPD" lumo_ev="-4.84 / -4.83" e_above_lowest_kcal_mol=100.6 multiplicity=1 e_homo_ha="-0.437 / -0.437" charge=+1 homo_lumo_gap_ev="7.05 / 7.05"
O 2.5262 -1.1872 0.2299
O 1.7900 -1.4980 -1.7929
N 1.6351 -1.2001 -0.6275
N 0.0644 2.3937 -2.0835
N 1.3872 -0.8772 2.7264
N -0.1258 -0.7271 1.0309
C -0.9892 -1.0728 -0.0979
C -1.6569 1.0937 -1.0470
C 0.1551 -0.9731 2.2760
C 0.4258 -0.6449 -0.2371
C -0.3362 1.6650 -1.0629
C -2.0012 -0.1057 -0.5568
H -1.2873 -2.1171 -0.1368
H 0.9659 2.8513 -2.0862
H -3.0280 -0.4364 -0.5785
H -0.4454 2.3707 -2.9583
H 0.2562 1.7152 -0.1604
H 2.1442 -0.8297 2.0317
H 1.6048 -0.9330 3.7085
H -0.6638 -1.1736 2.9588
H -2.4210 1.6863 -1.5364

***

No. 9
8
Properties=species:S:1:pos:R:3 method="wB97M-V/def2-TZVPD" lumo_ev="-1.76 / -2.47" e_above_lowest_kcal_mol=124.5 multiplicity=1 e_homo_ha="-0.353 / -0.350" charge=0 homo_lumo_gap_ev="7.83 / 7.05"
S -0.1447 -1.1990 -0.2600
O -0.3031 1.5243 -0.2791
N 1.7855 0.5657 0.1665
C -1.0564 0.6067 -0.1480
C 1.4468 -0.5642 0.1076
H -1.7633 0.1181 -0.8030
H -1.6243 0.5207 0.8196
H 1.6596 -1.5725 0.3964

***

No. 10
51
Properties=species:S:1:pos:R:3 method="wB97M-V/def2-TZVPD" lumo_ev="-9.06 / -9.06" e_above_lowest_kcal_mol=0.0 multiplicity=1 e_homo_ha="-0.555 / -0.555" charge=+2 homo_lumo_gap_ev="6.04 / 6.04"
Ru 1.8642 -0.7584 -1.0052
S -1.1651 -0.5210 -0.1791
O -0.0310 -0.9179 -1.2472
O 4.6471 -2.8097 0.9298
N 3.3680 -1.8470 -0.8349
N 1.8253 -0.2801 0.9237
N 2.1160 0.8892 1.2590
C -1.3385 3.4002 0.4106
C -4.8423 -2.6253 -1.6752
C 2.4284 1.6826 0.1600
C -2.0086 3.0293 -1.8845
C -1.8521 1.6656 -1.7273
C 2.4173 1.0590 -1.1099
C 1.8640 -0.9462 3.2768
C -1.7562 3.8905 -0.8175
C -3.8126 -2.3783 -2.5778
C 1.5956 -1.2516 1.9417
C 3.0847 3.7220 -0.8649
C 1.1360 -2.5130 1.5649
C 0.9413 -3.4796 2.5358
C 2.7474 1.7737 -2.2586
C -3.5681 -1.6320 0.1007
C 1.6652 -1.9226 4.2328
C 2.7630 3.0159 0.2927
C -2.6573 -1.7410 -2.1603
C 4.0407 -2.3247 0.0865
C -4.7237 -2.2563 -0.3428
C -1.4239 1.1883 -0.4904
C 3.0760 3.1161 -2.1210
C -2.5624 -1.3722 -0.8227
C -1.1636 2.0340 0.5826
C 1.2072 -3.1852 3.8665
H 0.5889 -4.4618 2.2535
H 2.7829 3.4842 1.2674
H 3.3568 4.7663 -0.7859
H 1.0643 -3.9446 4.6232
H -0.8496 1.6320 1.5390
H 0.9214 -2.7556 0.5303
H -5.5227 -2.4647 0.3548
H -1.1637 4.0747 1.2376
H 2.2384 0.0300 3.5469
H 3.3379 3.6961 -2.9955
H -3.4563 -1.3536 1.1417
H -2.0709 0.9886 -2.5419
H -2.3460 3.4261 -2.8321
H -5.7415 -3.1211 -2.0147
H -1.8438 -1.5635 -2.8500
H -1.9036 4.9545 -0.9467
H 2.7565 1.2997 -3.2331
H -3.9108 -2.6864 -3.6095
H 1.8801 -1.7052 5.2699

***

No. 11
112
Properties=species:S:1:pos:R:3 method="wB97M-V/def2-TZVPD" lumo_ev="-4.74 / -8.08" e_above_lowest_kcal_mol=96.1 multiplicity=6 e_homo_ha="-0.432 / -0.430" charge=+2 s2=8.784 homo_lumo_gap_ev="7.02 / 3.63"
I 3.3570 -2.1885 -0.0397
Fe 0.7085 -1.4139 0.0950
S -0.6689 0.6521 1.6570
S -1.4836 0.0025 -1.5075
O 0.7065 -0.2016 -3.1945
O 1.3002 -2.5354 -6.3415
O -1.9518 1.3041 1.3797
O 1.6562 -3.2727 6.8720
O -0.0816 -2.7075 -1.1646
N 1.6377 -0.9134 -2.3974
N 0.4783 -2.3086 2.1088
N -1.6446 -4.7681 -3.5772
N 0.9312 -3.5094 4.1850
C -1.3396 -4.1505 -4.7027
C -6.5656 -3.1807 -0.7334
C 1.1907 3.6674 -2.3432
C -0.0592 -3.7455 5.2271
C -4.5357 -2.5660 -2.0825
C 3.7953 3.0630 -1.5692
C -3.6724 3.3412 -1.7412
C -0.4528 -3.0774 -4.7461
C -0.3806 -3.1779 -2.3110
C -0.5016 2.6755 3.5062
C -2.9964 -0.9092 -1.2981
C -1.5307 -5.1391 -1.2005
C -4.8965 -1.4832 0.0263
C -1.0977 2.6277 -0.8520
C -5.3108 -2.4057 -0.9352
C 1.1849 3.1903 6.8413
C 0.6722 -2.8861 3.0968
C 0.3432 -2.9551 6.4824
C 5.6450 0.2755 -2.8414
C -0.0796 3.2581 4.6841
C -1.1999 -4.3627 -2.4231
C 3.9488 -0.9109 -1.6542
C -2.0063 1.6683 -1.3069
C -2.2927 6.6812 -0.8871
C 1.3815 2.8067 -1.2413
C 0.7686 0.6945 4.0350
C -3.2988 2.0316 -1.7230
C 0.0559 -2.6014 -3.5354
C 2.2603 4.2447 -2.9745
C -0.6863 5.0048 -0.2549
C 0.5784 1.4219 0.5669
C 1.9048 1.1061 0.9269
C 0.2887 2.2579 -0.4922
C 2.9537 1.6370 0.2311
C -0.0676 1.4022 3.1902
C 2.5897 -2.9629 5.8687
C 4.6923 0.7475 -3.7288
C 1.0501 -1.4922 -3.5700
C 2.9869 -0.4713 -2.5519
C -0.0804 -2.4470 -6.0742
C -2.7919 4.3535 -1.2941
C -1.0738 6.3183 -0.3019
C 5.2768 -0.5467 -1.7883
C 1.1838 1.2870 5.2138
C 2.3062 -3.7751 4.5960
C 2.7174 2.4904 -0.8654
C -3.1441 5.7118 -1.3575
C -1.5107 3.9861 -0.7921
C -3.7565 -0.7296 -0.1465
C 3.3683 0.3831 -3.5789
C 3.5734 3.9480 -2.5854
C 0.7668 2.5719 5.5517
C -3.3857 -1.8245 -2.2691
H 2.6136 0.7542 -4.2560
H -1.1662 3.1834 2.8229
H 2.5543 -1.8858 5.6415
H -2.4308 -5.7236 -1.3664
H -0.6706 -2.9064 -6.8733
H 2.3926 -4.8433 4.8191
H -2.8088 -1.9300 -3.1753
H 2.0813 0.5304 1.8263
H -0.4136 4.2544 4.9306
H 4.4008 4.4208 -3.0887
H -0.3048 -3.2346 7.3135
H -1.6446 -4.4744 -0.3461
H 3.5768 -3.2019 6.2656
H -7.3123 -2.5628 -0.2404
H 1.4395 4.2381 6.7034
H -0.7142 -5.8310 -0.9863
H 6.0119 -0.9044 -1.0852
H -1.0489 -3.4511 4.8752
H 4.7972 2.7969 -1.2744
H 0.2488 -1.8725 6.2981
H 6.6806 0.5404 -2.9708
H 1.0779 -0.3086 3.7764
H 0.1897 3.9001 -2.6721
H 3.9692 1.4378 0.5377
H 2.9937 -3.5167 3.7884
H -0.4312 7.0831 0.1041
H -2.5648 7.7217 -0.9556
H -3.9785 1.2671 -2.0665
H -6.9645 -3.5400 -1.6776
H 0.2625 4.7394 0.1880
H 1.5242 -3.4204 -6.6567
H -6.3740 -4.0436 -0.0947
H 0.3569 3.1355 7.5495
H 1.8366 0.7533 5.8903
H -0.3150 -1.3760 -6.0471
H -4.6477 3.6222 -2.1093
H -0.0595 -4.8152 5.4653
H 2.0388 2.6732 7.2701
H 4.9739 1.3905 -4.5481
H -5.4845 -1.3495 0.9204
H 2.0902 4.9403 -3.7800
H -4.8455 -3.2651 -2.8447
H -1.8085 -4.5475 -5.5904
H 1.7047 -1.5541 -4.4438
H -3.4503 0.0001 0.5870
H -4.0922 5.9821 -1.7950

***

No. 12
18
Properties=species:S:1:pos:R:3 method="wB97M-V/def2-TZVPD" lumo_ev="-0.78 / -1.13" e_above_lowest_kcal_mol=164.6 multiplicity=1 e_homo_ha="-0.272 / -0.298" charge=0 homo_lumo_gap_ev="6.61 / 6.98"
O -3.3333 0.9087 -0.2683
N 1.2611 0.4626 0.2713
C -2.3535 0.1855 -0.1101
C -0.2823 -1.4821 0.3610
C 0.8949 1.7553 0.2464
C -1.4724 -2.0371 0.0522
C -2.5402 -1.2103 0.1266
C -0.9697 0.6399 -0.0697
C 3.1057 -0.2890 -0.2203
C -0.4655 1.9566 0.1442
C 0.1445 -0.2584 0.0519
H -3.4517 -1.7238 -0.1394
H -1.4768 -3.1040 -0.2127
H 3.9350 0.3789 -0.0001
H 1.4949 2.6074 0.0661
H -0.8003 2.9312 0.3800
H 3.1972 -0.6559 -1.2034
H 3.1124 -1.0655 0.5241

***

The following E values (in hartree) correspond, in order, to the records above: -323.51814 -3753.92515 -1590.51194 -222.41610 -2165.14368 -1114.06235 -923.32522 -603.07868 -605.98903 -1771.23461 -4999.64536 -476.89707.